Record 1
ORCA calculation (the ωB97M-V functional and the def2-TZVPD basis) on C28H42MnNO2Si as an isolated structure in a non-equilibrium geometry.

The geometry in XYZ format:
```
75
Properties=species:S:1:pos:R:3
O 0.8222 -1.7241 -4.1296
C 0.0760 -2.9315 -4.5571
C 0.5496 -2.8528 -6.0022
H -0.9988 -2.7799 -4.4017
H 0.4190 -3.8250 -4.0205
C 1.2669 -1.5751 -5.5106
H -0.2466 -2.6495 -6.7225
H 1.2358 -3.6630 -6.2665
C 0.7221 -0.3317 -6.1793
H -0.3321 -0.1828 -5.9375
H 0.8074 -0.4188 -7.2709
H 1.2817 0.5520 -5.8611
C 2.7731 -1.6588 -5.6234
H 3.1575 -2.4925 -5.0304
H 3.2232 -0.7270 -5.2641
H 3.0753 -1.8202 -6.6670
Mn 1.5827 0.7583 0.3719
C 2.7147 0.5641 2.1427
C 1.4914 -0.1619 2.3175
C 1.3957 -1.1582 1.2885
H 0.7799 -0.0403 3.1277
C 2.6069 -1.0790 0.4736
C 3.4093 0.0024 1.0089
H 4.3949 0.3190 0.6722
H 3.0877 1.3221 2.8288
H 0.6005 -1.9028 1.2479
H 2.9013 -1.7637 -0.3313
C 1.5535 2.8508 0.8179
C 2.6399 2.5091 -0.0711
C 2.0717 1.9476 -1.2801
H 3.6929 2.7270 0.0996
C 0.6306 1.9246 -1.1135
C 0.3199 2.4865 0.1854
H -0.6779 2.6725 0.5862
H 1.6295 3.3986 1.7557
H 2.5993 1.6506 -2.1885
H -0.1084 1.6506 -1.8629
O -1.9069 -1.2614 -2.6705
C -0.6530 -1.0743 -1.9841
C -0.1476 -2.4287 -1.4835
H -0.7473 -0.3769 -1.1353
H 0.0586 -0.6206 -2.6776
C -1.4187 -3.2826 -1.3890
H 0.4023 -2.3694 -0.5427
H 0.5323 -2.8220 -2.2450
C -2.4962 -2.4921 -2.1711
H -1.7358 -3.3769 -0.3384
H -1.2736 -4.2803 -1.8165
H -3.3523 -2.2872 -1.4947
H -2.9016 -3.0447 -3.0424
C -2.4942 0.2404 0.9707
Si -2.4864 0.9827 2.7085
C -3.8308 2.2998 2.7539
C -3.0850 -0.4784 3.7265
N -0.9494 1.5292 3.3051
C -0.5352 2.0778 4.4370
C 0.8200 2.5452 4.5745
C 1.3484 2.8882 5.8082
C 0.5477 2.8049 6.9597
C -0.8061 2.4556 6.8505
C -1.3638 2.1701 5.6141
H -3.5199 -0.1547 0.8211
H -1.7993 -0.6148 0.8824
H -2.2940 0.9500 0.1534
H -4.7900 1.8680 2.4252
H -3.9877 2.7071 3.7632
H -3.6078 3.1422 2.0835
H -2.2519 -1.1552 3.9559
H -3.5480 -0.1513 4.6648
H -3.8337 -1.0329 3.1428
H 1.4418 2.5449 3.6778
H 2.3957 3.1905 5.8782
H 0.9772 3.0124 7.9407
H -1.4350 2.3909 7.7407
H -2.4209 1.9074 5.5192
```

Spin multiplicity: 5
HOMO level (spin up / spin down) in eV: -5.4 / -5.4
<S²>: 6.1232
Frontier orbital gap (spin up / spin down) in eV: 3.7635 / 3.7781

Record 2
ORCA calculation (the ωB97M-V functional and the def2-TZVPD basis) on a 14-piece molecular cluster, C28H42N14 overall in a non-equilibrium geometry.

The geometry in XYZ format:
```
84
Properties=species:S:1:pos:R:3
C 1.7387 -4.3406 -1.0378
C 0.5833 -4.5494 -0.2524
N -0.3812 -4.8244 0.2779
H 1.6079 -3.9409 -2.0593
H 2.2083 -5.3147 -1.2414
H 2.5020 -3.7177 -0.5759
C 5.6360 4.4191 -0.7536
C 5.2051 3.2556 0.0515
N 4.7075 2.4756 0.7499
H 6.6610 4.3879 -0.9774
H 5.3170 5.2731 -0.1244
H 5.0505 4.2903 -1.6743
C -5.5143 -1.1531 0.3707
C -5.2484 -0.9688 -1.0549
N -4.9776 -0.8716 -2.1628
H -4.7537 -1.7676 0.8062
H -6.4092 -1.7754 0.4903
H -5.6163 -0.2426 0.9335
C 3.0257 -0.0649 -1.5370
C 3.3754 1.2134 -2.1690
N 3.6928 2.1801 -2.6899
H 2.4498 -0.6857 -2.2351
H 2.3259 0.3003 -0.7999
H 3.8304 -0.6328 -1.0168
C -4.5554 2.7279 -1.5053
C -5.6431 2.3127 -0.5739
N -6.3994 1.9472 0.1752
H -4.2473 3.7743 -1.3057
H -4.7656 2.6410 -2.5291
H -3.7559 2.0433 -1.3599
C 0.1687 -0.2252 -5.4999
C -0.3783 0.4095 -4.2712
N -0.6370 0.8562 -3.2702
H 1.2317 -0.1845 -5.4903
H -0.2276 0.2470 -6.4072
H -0.1711 -1.2500 -5.5595
C -4.8702 -2.3338 5.1729
C -3.5924 -1.6617 5.4628
N -2.5832 -1.1354 5.6623
H -5.7014 -1.7578 5.5182
H -4.7980 -3.3401 5.5426
H -5.0206 -2.3917 4.0979
C -2.4757 1.7172 3.7155
C -3.6283 1.1849 3.0958
N -4.5862 0.7395 2.6165
H -1.8219 2.0550 2.9043
H -2.0062 1.1772 4.5122
H -2.8243 2.6613 4.1991
C 1.6952 -2.7324 2.3145
C 3.0439 -2.2007 2.2566
N 4.0738 -1.7312 2.2015
H 1.7580 -3.8388 2.3927
H 1.1189 -2.4535 1.4004
H 1.1559 -2.4840 3.2716
C -0.2414 4.0661 -1.3507
C -1.0516 4.0559 -0.1532
N -1.6804 3.8932 0.7914
H 0.6876 4.4912 -1.0450
H -0.6299 4.6908 -2.2049
H -0.0746 3.0278 -1.6504
C 7.1985 0.4567 1.0735
C 6.9039 -0.0292 -0.2481
N 6.6645 -0.4341 -1.2879
H 7.4361 -0.3554 1.7214
H 6.3624 1.0193 1.4383
H 8.0093 1.1511 0.9680
C 2.3297 1.3359 2.6654
C 1.5873 1.6249 1.4850
N 0.8849 1.8991 0.6352
H 1.7182 0.6712 3.2505
H 2.5382 2.3104 3.0641
H 3.2732 0.8093 2.4818
C -2.0581 -4.1081 -3.0318
C -0.8291 -3.7943 -3.7686
N 0.0858 -3.4036 -4.3316
H -2.8100 -3.3737 -3.2996
H -1.7662 -4.1518 -1.9912
H -2.4373 -5.1314 -3.2936
C -1.7798 0.2651 -0.2295
C -0.8430 -0.8006 -0.5965
N -0.0893 -1.6602 -0.7268
H -1.2059 1.1640 0.1267
H -2.4294 -0.0165 0.5744
H -2.3269 0.6082 -1.1249
```

HOMO level in eV: -11.2
Frontier orbital gap in eV: 11.6971

Record 3
ORCA calculation (the ωB97M-V functional and the def2-TZVPD basis) on a 7-piece molecular cluster, C28H42O21 overall in a non-equilibrium geometry.

The geometry in XYZ format:
```
91
Properties=species:S:1:pos:R:3
C 1.8571 1.2706 -9.3268
C 2.8539 0.5749 -8.4492
C 4.1173 1.2549 -8.0290
O 3.9806 1.2255 -6.6351
C 2.7053 0.8909 -6.2387
O 2.1140 0.9382 -5.0873
O 2.1296 0.3103 -7.2715
H 1.2430 1.9445 -8.7295
H 1.0963 0.7445 -9.9033
H 2.4476 1.7075 -10.1322
H 3.3031 -0.3801 -8.7218
H 4.1544 2.3064 -8.3138
H 4.9903 0.7525 -8.4458
C -7.0131 1.5326 1.4830
C -7.0305 0.1776 0.7770
C -5.8850 -0.2203 -0.0829
O -5.6893 -1.4647 0.3055
C -6.1862 -1.7164 1.4097
O -6.0369 -2.7514 2.0183
O -6.8409 -0.6434 1.8816
H -6.1719 1.5569 2.1758
H -7.9691 1.7178 1.9727
H -6.7852 2.3674 0.8202
H -7.9799 -0.0384 0.2870
H -5.0606 0.4771 0.0659
H -6.1807 -0.1982 -1.1317
C 1.2928 -2.8807 1.6882
C 0.9026 -1.5576 2.3830
C -0.3159 -0.9621 1.6827
O -1.0515 -0.5339 2.8189
C -0.7423 -1.2812 3.8218
O -1.5341 -1.4338 4.7538
O 0.2858 -1.9992 3.5773
H 1.7504 -2.5864 0.7437
H 0.3499 -3.3340 1.3823
H 1.8852 -3.4668 2.3908
H 1.7474 -0.9100 2.6178
H -0.9908 -1.6042 1.1168
H 0.0283 -0.0992 1.1126
C -9.4042 1.2934 7.6141
C -8.7242 -0.1226 7.6707
C -7.2793 -0.1787 8.1662
O -7.3508 -1.0979 9.2433
C -8.5717 -1.4228 9.5182
O -8.8652 -2.2479 10.3405
O -9.3965 -0.7540 8.7519
H -9.0948 2.0158 6.8589
H -9.6271 1.7522 8.5774
H -10.3695 0.9908 7.2081
H -8.8763 -0.7282 6.7773
H -6.9377 0.7171 8.6848
H -6.6544 -0.4534 7.3164
C 7.7175 3.7645 -0.6100
C 7.8586 2.3503 -0.0376
C 6.5531 1.8021 0.5511
O 6.2194 0.6983 -0.3356
C 7.1572 0.5162 -1.3438
O 7.0552 -0.2747 -2.2847
O 8.0607 1.4625 -1.0963
H 7.8628 4.4669 0.2108
H 6.8220 4.0370 -1.1685
H 8.5946 3.9027 -1.2422
H 8.6137 2.3183 0.7478
H 5.8010 2.5908 0.5357
H 6.7065 1.3117 1.5124
C 0.3895 8.3505 -4.2966
C 0.8616 7.0558 -3.6151
C 1.6689 7.2157 -2.3342
O 1.0553 6.3126 -1.4433
C -0.0734 5.8344 -1.9469
O -0.8921 5.1062 -1.3825
O -0.2698 6.3258 -3.1498
H 0.0211 8.2024 -5.3117
H 1.3090 8.9359 -4.2941
H -0.3513 8.8695 -3.6884
H 1.4964 6.5048 -4.3089
H 1.8423 8.2247 -1.9602
H 2.6700 6.8044 -2.4636
C 3.5856 -8.5549 1.6929
C 4.2567 -8.9398 0.4072
C 3.3818 -9.6316 -0.5579
O 3.8541 -9.1225 -1.8486
C 4.5803 -7.9660 -1.6467
O 5.0237 -7.2383 -2.4530
O 4.5621 -7.7674 -0.2622
H 2.7280 -7.8834 1.6523
H 4.2136 -8.1266 2.4742
H 3.2950 -9.5644 1.9835
H 5.2281 -9.3021 0.7436
H 2.3390 -9.3420 -0.4280
H 3.5826 -10.7021 -0.5170
```

HOMO level in eV: -10.1
Frontier orbital gap in eV: 10.2258
SMILES: C[C@H]1COC(=O)O1.C[C@H]1COC(=O)O1.C[C@H]1COC(=O)O1.C[C@H]1COC(=O)O1.C[C@H]1COC(=O)O1.C[C@H]1COC(=O)O1.C[C@H]1COC(=O)O1

Record 4
ORCA calculation (the ωB97M-V functional and the def2-TZVPD basis) on a 7-piece molecular cluster, C28H42O21 overall in a non-equilibrium geometry.

The geometry in XYZ format:
```
91
Properties=species:S:1:pos:R:3
C 78.0440 60.0600 72.2180
C 77.5260 61.0060 71.0060
C 76.2390 60.4520 70.2270
O 75.4460 61.4600 70.0720
C 75.7120 62.3440 70.8990
O 75.1250 63.3970 71.1020
O 76.9150 62.1660 71.4930
H 78.4620 59.2690 71.8370
H 77.2250 59.8720 72.8530
H 78.7780 60.7080 72.6880
H 78.4430 61.0920 70.2580
H 75.7690 59.5280 70.8910
H 76.5200 60.0060 69.2740
C 76.1040 66.4960 70.1130
C 75.9480 65.6400 68.7940
C 74.5430 65.0860 68.4760
O 74.4140 65.3250 67.0510
C 75.2000 66.2350 66.6770
O 75.1520 66.8430 65.5880
O 76.0130 66.5280 67.6450
H 75.8210 66.0680 71.0090
H 75.3430 67.1660 69.9410
H 76.9710 67.1350 70.0060
H 76.5320 64.7510 68.5590
H 73.8190 65.5060 69.1270
H 74.6250 63.8990 68.6150
C 75.9980 65.2090 74.5120
C 74.7870 64.0720 74.5500
C 75.4510 62.6750 74.4650
O 75.2280 62.2130 75.7190
C 74.4710 63.0240 76.4530
O 74.0980 62.7280 77.5650
O 74.3270 64.1210 75.8170
H 76.7960 65.4170 75.4290
H 75.5660 66.1070 74.6310
H 76.3840 65.1270 73.5640
H 73.9000 64.3400 73.8160
H 76.5320 62.5890 74.2790
H 75.0540 61.8880 74.0150
C 72.9780 64.0620 80.7570
C 71.8110 63.8050 80.0140
C 70.8490 62.6550 80.4210
O 69.5870 63.2740 80.5630
C 69.7370 64.6160 80.3130
O 68.8490 65.4750 80.3180
O 70.9890 64.9180 79.9860
H 73.6900 63.1600 80.9090
H 72.6440 64.3670 81.7740
H 73.4800 64.7080 80.1870
H 72.0080 63.6130 78.8920
H 71.0600 62.0390 81.3360
H 70.5620 61.8980 79.5860
C 72.7980 67.3400 76.2500
C 71.4260 66.6200 76.3190
C 70.4370 67.3350 77.4050
O 69.2580 67.3230 76.6890
C 69.4630 67.0490 75.3940
O 68.5650 67.1900 74.5550
O 70.7240 66.6540 75.1510
H 73.2650 66.8150 75.6140
H 73.3550 67.5000 76.9860
H 72.3260 68.2870 75.8250
H 71.6340 65.4800 76.6470
H 70.6300 68.4470 77.6900
H 70.2330 66.9060 78.3730
C 72.6020 70.0970 72.4500
C 71.8760 68.8490 72.7890
C 70.7610 68.3700 71.8200
O 71.1620 67.0150 71.4670
C 72.3460 66.8850 71.9760
O 73.0660 65.7660 71.8510
O 72.7750 67.7650 72.7490
H 72.1730 71.0650 72.2610
H 72.9550 70.1020 71.4140
H 73.4540 70.3620 73.1230
H 71.4180 69.0000 73.6960
H 70.6920 69.0140 70.8970
H 69.8680 68.3550 72.4150
C 70.6890 63.1190 73.5520
C 69.2540 63.6500 73.3200
C 69.0540 64.4670 71.9870
O 68.1710 63.7400 71.2560
C 67.9060 62.6560 71.8490
O 67.1170 61.7880 71.4260
O 68.4300 62.5310 72.9830
H 71.2300 63.9630 73.9570
H 71.0950 62.6710 72.7250
H 70.8190 62.3400 74.1570
H 68.7060 63.9360 74.1790
H 69.9560 64.7460 71.4760
H 68.7480 65.5150 72.4570
```

HOMO level in eV: -9.8
Frontier orbital gap in eV: 9.9623
SMILES: C[C@H]1COC(=O)O1.C[C@H]1COC(=O)O1.C[C@H]1COC(=O)O1.C[C@H]1COC(=O)O1.C[C@H]1COC(=O)O1.C[C@H]1COC(=O)O1.C[C@H]1COC(=O)O1

Record 5
ORCA calculation (the ωB97M-V functional and the def2-TZVPD basis) on C28H42O21Ti as an isolated structure in a non-equilibrium geometry.

The geometry in XYZ format:
```
92
Properties=species:S:1:pos:R:3
Ti 0.5346 0.1259 0.4148
C -4.8334 -3.4717 1.8622
C -3.8975 -2.5506 2.5866
C -3.1367 -2.9249 3.8471
O -1.7566 -2.6651 3.5316
C -1.6061 -2.1209 2.3432
O -0.5122 -1.7114 1.9398
O -2.8463 -2.2165 1.6988
H -4.4379 -4.4693 1.6710
H -5.2802 -3.0055 0.9840
H -5.6896 -3.7974 2.4530
H -4.4879 -1.6450 2.7259
H -3.1470 -4.0126 3.9170
H -3.4637 -2.4847 4.7892
C -0.7681 1.3074 -5.7663
C -0.5218 0.2797 -4.6856
C 0.7041 -0.6032 -4.9609
O 1.4054 -0.4271 -3.7372
C 0.8708 0.4582 -2.9696
O 1.1711 0.7154 -1.8272
O -0.2430 0.9522 -3.4781
H -1.5585 2.0305 -5.5651
H -1.0149 0.8363 -6.7178
H 0.0847 1.9716 -5.9064
H -1.4166 -0.3406 -4.6320
H 1.3575 -0.1841 -5.7261
H 0.4177 -1.6397 -5.1390
C 4.0510 4.6230 -0.2438
C 4.5011 3.1679 -0.2808
C 5.4558 2.7073 0.8440
O 4.8913 1.4620 1.1865
C 3.6122 1.3402 0.6096
O 2.8612 0.3693 0.7356
O 3.3636 2.4285 -0.1663
H 4.9043 5.2567 -0.0019
H 3.3145 4.8577 0.5247
H 3.7860 4.8761 -1.2703
H 5.0062 2.9544 -1.2228
H 5.5699 3.3724 1.7000
H 6.4197 2.5849 0.3500
C 2.7371 0.7411 6.7478
C 2.7789 0.1511 5.3481
C 2.1757 -1.2071 5.2607
O 1.3267 -1.0147 4.1221
C 1.3926 0.2483 3.6773
O 1.0150 0.6705 2.5910
O 1.9920 0.9516 4.5592
H 1.7386 0.6237 7.1688
H 2.9284 1.8141 6.7294
H 3.3795 0.2031 7.4449
H 3.8272 0.0499 5.0671
H 1.5941 -1.4040 6.1614
H 2.9123 -1.9808 5.0439
C 1.2614 6.6287 1.2169
C 0.4203 5.5269 1.7772
C -1.1221 5.5079 1.3758
O -1.2848 4.2425 0.8202
C -0.1515 3.5837 0.7037
O -0.0804 2.3537 0.4244
O 0.9003 4.2755 1.2617
H 1.3477 6.6043 0.1306
H 2.1963 6.5515 1.7721
H 0.8071 7.5781 1.5003
H 0.4972 5.4382 2.8609
H -1.2779 6.2412 0.5846
H -1.7091 5.6089 2.2886
C -5.2164 -3.0492 -2.2103
C -3.9217 -2.2982 -2.5288
C -4.0191 -0.8759 -3.1066
O -2.9943 -0.1240 -2.4533
C -2.5590 -0.7744 -1.3787
O -1.8030 -0.3471 -0.5200
O -3.1683 -2.0379 -1.3357
H -5.8150 -2.6510 -1.3911
H -4.8868 -4.0323 -1.8743
H -5.8392 -3.2770 -3.0754
H -3.2095 -2.8724 -3.1214
H -4.9977 -0.4153 -2.9713
H -3.8361 -0.9042 -4.1808
C 0.8785 -5.8305 -2.8874
C 0.9210 -4.2825 -2.9377
C -0.4432 -3.6422 -2.8196
O -0.2166 -2.5986 -1.9122
C 0.9544 -2.6487 -1.3403
O 1.3340 -1.8586 -0.4998
O 1.5676 -3.7283 -1.8193
H 0.5599 -6.1429 -1.8930
H 1.8380 -6.3151 -3.0686
H 0.0607 -6.0989 -3.5561
H 1.4684 -4.0342 -3.8470
H -1.2234 -4.3517 -2.5438
H -0.7010 -3.2043 -3.7839
```

Total charge: +1
Spin multiplicity: 4
HOMO level (spin up / spin down) in eV: -3.7 / -12.6
<S²>: 3.7515
Frontier orbital gap (spin up / spin down) in eV: 1.8529 / 10.7192